No. 1
C38H45As2N4O2RhSSb | the ωB97M-V functional and the def2-TZVPD basis

XYZ file:
```
94
Properties=species:S:1:pos:R:3:forces:R:3
Rh -0.44087 0.24746 0.83627 0.28 -0.73 0.15
O -1.54045 3.14131 -1.07506 0.06 0.06 0.29
C -2.16946 2.04353 -1.71308 0.10 0.01 0.06
C -1.14456 1.10011 -2.28514 -0.01 -0.04 0.00
C -1.05364 0.96392 -3.66489 0.08 0.04 0.05
C -0.06903 0.16649 -4.21785 0.02 -0.03 -0.02
C 0.79885 -0.48563 -3.35912 0.04 0.04 0.04
C 0.64046 -0.32075 -1.99598 -0.05 0.02 -0.13
N -0.30839 0.45359 -1.44894 -0.09 0.08 0.22
H -0.99710 3.60942 -1.72104 -0.07 0.04 0.02
H -2.82825 2.39898 -2.50696 -0.07 -0.15 -0.01
H -2.77166 1.53432 -0.95735 0.02 0.06 0.03
H -1.74322 1.50988 -4.29408 -0.02 -0.02 0.00
H 0.03033 0.06369 -5.29016 -0.03 0.00 -0.01
H 1.59778 -1.10565 -3.74372 -0.01 0.00 0.00
H 1.29260 -0.83995 -1.30712 -0.01 0.07 0.01
C 3.54852 -1.15022 0.13509 -0.28 0.07 0.08
As 2.17545 -0.38508 1.30962 0.16 -0.06 0.16
C 3.28276 0.95391 2.19755 -0.10 0.05 -0.07
C 1.88888 -1.78354 2.64431 0.03 0.11 -0.15
C 2.81073 -2.80675 2.82969 0.05 0.05 0.00
C 2.54482 -3.83984 3.71952 -0.01 -0.04 0.02
C 1.35880 -3.85380 4.43598 0.02 0.01 0.01
C 0.44857 -2.81680 4.28455 -0.07 0.10 0.02
C 0.70496 -1.78620 3.38823 -0.07 0.00 0.00
As -0.51336 -0.28966 3.19960 0.25 -0.32 0.41
C 0.23595 0.94325 4.50241 -0.12 0.23 -0.23
C -2.15983 -0.79207 4.08885 -0.02 -0.02 -0.27
H 4.46397 -1.29923 0.70533 -0.01 -0.01 0.02
H 3.74942 -0.43366 -0.66057 -0.01 0.00 0.00
H 3.22498 -2.09778 -0.29368 0.00 -0.01 0.02
H 4.00431 0.46664 2.85133 -0.04 -0.06 0.00
H 2.67490 1.65581 2.76074 -0.02 -0.01 -0.02
H 3.81443 1.50830 1.42512 -0.02 0.00 -0.02
H 3.75126 -2.80176 2.29273 -0.02 -0.04 -0.02
H 3.26678 -4.63413 3.85585 0.01 0.01 0.00
H 1.14468 -4.66216 5.12192 0.01 0.01 0.01
H -0.46112 -2.81724 4.87178 0.00 -0.05 0.00
H 0.15880 0.45175 5.47149 -0.02 -0.07 -0.03
H -0.31936 1.87919 4.53281 -0.02 -0.02 -0.04
H 1.28113 1.14601 4.29022 -0.01 -0.02 -0.05
H -1.93450 -0.99744 5.13367 0.04 -0.02 0.00
H -2.61687 -1.66551 3.62815 0.05 0.00 -0.04
H -2.85210 0.04636 4.04224 0.05 0.03 -0.04
C -3.64421 5.27019 1.95744 -0.15 0.05 -0.06
N -2.74888 4.12390 1.98729 -0.11 -0.06 0.05
C -1.30522 4.22723 1.89047 0.24 -0.01 -0.03
C -0.93785 2.77544 1.69846 -0.29 0.30 0.15
O 0.18739 2.29537 1.47930 -0.07 -0.13 -0.26
N -2.03087 2.00431 1.80375 -0.03 -0.25 -0.30
C -3.09253 2.83996 1.91888 0.15 0.36 0.02
N -4.34222 2.40203 1.96072 -0.02 0.08 0.00
H -3.08168 6.16051 2.22380 0.00 -0.01 0.04
H -4.45366 5.15793 2.67851 0.05 -0.01 0.05
H -4.06505 5.41117 0.95996 0.03 -0.01 0.01
H -0.86139 4.63440 2.80314 -0.01 -0.01 0.00
H -0.98968 4.84162 1.04864 0.00 -0.05 -0.07
H -4.52551 1.41446 1.93208 0.01 -0.02 -0.02
H -5.11692 3.03094 2.09254 -0.02 -0.02 -0.03
S -1.08149 -1.77817 0.53381 0.11 0.61 0.01
Sb 1.41419 -4.02326 -2.28469 0.42 -1.26 -0.83
C 1.13381 -5.99422 -1.51033 0.00 0.78 -0.01
C 1.87970 -6.37841 -0.39843 0.04 -0.02 0.06
C 1.83725 -7.69876 0.01601 0.02 0.04 0.05
C 1.02828 -8.61042 -0.65486 0.03 0.03 -0.01
C 0.27268 -8.20764 -1.74825 -0.10 0.00 -0.07
C 0.30582 -6.88880 -2.17868 -0.05 -0.04 -0.03
C 0.40613 -4.08335 -4.17176 0.20 0.21 0.54
C 1.17282 -4.32989 -5.30537 0.05 0.01 -0.03
C 0.52480 -4.53290 -6.51609 0.04 -0.01 -0.06
C -0.85942 -4.46108 -6.59221 0.00 0.01 0.01
C -1.61291 -4.18418 -5.45730 0.02 0.03 0.00
C -0.97942 -3.98703 -4.23965 -0.13 0.00 0.09
C 3.49025 -4.08949 -2.85149 -0.58 0.18 0.31
C 4.17565 -2.93841 -3.22367 -0.01 0.14 -0.02
C 5.45542 -3.04558 -3.74620 -0.05 0.00 0.02
C 6.04406 -4.29751 -3.87857 0.02 0.02 -0.01
C 5.35954 -5.43952 -3.48753 0.00 -0.06 -0.01
C 4.07942 -5.34505 -2.95839 0.00 -0.04 0.02
H 2.50427 -5.66548 0.12808 0.02 -0.03 0.00
H 2.43650 -8.01122 0.86075 -0.04 -0.05 0.00
H 0.98471 -9.63802 -0.32004 0.01 -0.01 -0.02
H -0.35324 -8.91638 -2.27397 0.02 -0.03 0.03
H -0.28347 -6.58170 -3.03355 0.01 -0.01 0.00
H 2.25312 -4.38504 -5.25463 0.00 -0.01 -0.01
H 1.10955 -4.75061 -7.40006 -0.02 0.01 -0.01
H -1.35562 -4.61715 -7.54073 0.01 -0.01 0.00
H -2.69110 -4.12501 -5.52153 0.00 -0.01 0.01
H -1.56943 -3.77626 -3.35471 -0.01 -0.02 -0.01
H 3.72525 -1.95788 -3.11479 0.00 -0.01 -0.03
H 5.98688 -2.15549 -4.05471 0.02 -0.01 0.01
H 7.04291 -4.37798 -4.28605 -0.01 -0.03 0.00
H 5.81246 -6.41580 -3.59870 0.04 0.02 0.01
H 3.55206 -6.23948 -2.65509 0.02 -0.02 -0.03
```
Positions in Å, forces in eV/Å.

Values from the calculation:
- Spin multiplicity: 5
- Frontier orbital gap (alpha / beta): 7.3 / 5.6 eV
- Net charge: +3
- LUMO level (alpha / beta): -7.8 / -10.3 eV
- E_HOMO (alpha / beta): -15.176 / -15.944 eV


No. 2
C2H4FNO | the ωB97M-V functional and the def2-TZVPD basis

XYZ file:
```
9
Properties=species:S:1:pos:R:3:forces:R:3
C -2.26722 0.23751 -0.41579 1.04 2.08 -0.97
C 2.00280 0.14067 0.21387 -2.44 -3.30 3.72
N -3.05756 -0.50764 0.05483 -1.12 -1.29 0.80
O -1.63605 1.13593 -0.82955 -0.05 -0.78 0.24
F 2.79914 0.62966 -0.66387 2.24 1.63 -3.40
H 1.22302 -0.59613 -0.16083 0.89 0.94 -0.17
H 1.48248 0.90599 0.77098 -0.24 0.43 0.08
H 2.61308 -0.44436 0.94573 -0.46 0.30 -0.24
H -3.15968 -1.50163 0.08462 0.13 -0.01 -0.06
```
Positions in Å, forces in eV/Å.

Values from the calculation:
- Spin multiplicity: 1
- SMILES string: N=C=O.CF
- Frontier orbital gap: 11.9 eV
- LUMO level: 0.6 eV
- E_HOMO: -11.301 eV


We obtain largest force on an atom values of 1.6; 5.5 eV/Å for the records listed above, in that order.